No. 1
DFT (ωB97M-V with the def2-TZVPD basis set) results for a 3-piece molecular cluster, C12H15F9O6 overall at a distorted geometry.

Atoms and positions in Å:
C1 2.832 -1.650 -3.516
C2 3.746 -0.566 -2.991
O1 3.406 0.820 -3.453
C3 2.440 1.483 -2.815
O2 2.017 1.123 -1.668
C4 1.949 2.645 -3.631
F1 0.631 2.866 -3.542
F2 2.453 3.634 -2.897
F3 2.437 2.678 -4.797
H1 2.905 -1.772 -4.597
H2 1.785 -1.348 -3.468
H3 3.041 -2.604 -3.032
H4 4.730 -0.793 -3.402
H5 3.773 -0.667 -1.906
C5 -1.480 2.964 6.618
C6 -1.652 3.459 5.217
O3 -1.590 2.428 4.111
C7 -2.757 1.888 3.666
O4 -3.916 1.987 4.165
C8 -2.488 1.097 2.283
F4 -2.639 2.012 1.364
F5 -1.212 0.604 2.241
F6 -3.314 0.025 2.144
H6 -1.767 3.764 7.301
H7 -0.442 2.647 6.720
H8 -2.123 2.084 6.661
H9 -0.993 4.280 4.932
H10 -2.633 3.934 5.213
C9 0.315 -1.381 0.463
C10 -0.592 -2.593 0.088
O5 -0.663 -2.704 -1.388
C11 -1.403 -3.611 -1.927
O6 -2.079 -4.385 -1.306
C12 -1.180 -3.700 -3.513
F7 -2.272 -3.294 -4.171
F8 -0.093 -3.036 -3.921
F9 -0.985 -4.937 -3.873
H11 1.307 -1.474 0.022
H12 0.449 -1.285 1.540
H13 -0.203 -0.482 0.128
H14 -1.602 -2.621 0.495
H15 -0.135 -3.517 0.442

Forces on the atoms, in the same order (eV/Å):
-0.97 0.88 -1.17
0.23 -0.11 0.02
-0.20 -1.08 0.15
-0.94 -4.94 4.45
1.17 2.02 -4.61
-0.84 0.73 3.89
-0.12 -0.88 -1.10
1.08 2.00 0.26
0.13 0.19 -2.82
0.64 -0.16 -0.09
-0.14 -0.28 0.88
-0.19 0.16 0.09
0.11 0.70 0.16
0.03 0.76 -0.06
0.74 -1.07 -1.16
-1.41 0.88 -1.03
-1.42 0.33 0.61
-2.81 0.06 1.86
4.92 -0.26 -2.04
0.58 -0.72 2.80
-0.27 -0.13 -1.24
-1.16 0.55 -0.13
0.61 1.50 -0.22
0.08 -0.28 0.09
-0.05 0.01 0.62
-0.08 0.09 0.71
0.49 -0.57 -0.21
-0.28 -0.35 -0.61
-1.26 -0.60 -0.56
0.86 -0.30 0.08
1.25 1.90 0.58
-0.06 -1.17 -0.07
-0.39 -0.18 -0.76
-0.36 0.36 0.94
0.13 0.65 0.12
-0.34 0.65 0.10
0.14 -1.65 0.06
-0.20 0.05 -0.22
-0.22 -0.31 0.00
0.43 0.13 -0.11
0.02 0.55 -0.13
0.07 -0.12 -0.15

The gap between HOMO and LUMO is 11.7165 eV. Its largest force on an atom is 6.7 eV/Å. As for the spin multiplicity: 1. The calculated total energy is -1816.47071 a.u. As for the SMILES: CCOC(=O)C(F)(F)F.CCOC(=O)C(F)(F)F.CCOC(=O)C(F)(F)F.

***

No. 2
DFT (ωB97M-V with the def2-TZVPD basis set) results for C12H15HgN5O2S4 as an isolated structure.

Atoms and positions in Å:
Hg1 -1.857 -1.842 -1.272
C1 4.577 -1.454 -1.659
O1 3.925 -0.283 -2.137
C2 2.722 -0.041 -1.531
O2 2.295 -0.702 -0.620
N1 2.150 1.044 -2.115
N2 0.811 1.334 -1.810
H1 5.555 -1.471 -2.132
H2 4.008 -2.344 -1.931
H3 4.677 -1.424 -0.574
H4 2.483 1.258 -3.043
H5 0.196 0.802 -2.446
H6 0.653 2.318 -1.974
S1 0.623 -3.418 -2.822
S2 0.090 -2.985 -4.667
S3 0.311 -0.924 -5.049
S4 -1.176 0.103 -4.172
N3 -1.612 0.805 2.624
C3 -2.353 1.393 1.605
C4 -2.731 2.736 1.770
C5 -3.467 3.341 0.775
C6 -3.807 2.608 -0.356
C7 -3.407 1.284 -0.409
N4 -2.709 0.682 0.551
C8 -0.778 -0.313 2.628
C9 -0.095 -0.588 3.826
C10 0.813 -1.624 3.843
C11 1.025 -2.356 2.681
C12 0.267 -2.035 1.570
N5 -0.630 -1.053 1.544
H7 -1.488 1.392 3.429
H8 -2.451 3.281 2.664
H9 -3.778 4.373 0.880
H10 -4.374 3.048 -1.165
H11 -3.659 0.660 -1.261
H12 -0.286 0.001 4.716
H13 1.351 -1.862 4.752
H14 1.749 -3.158 2.647
H15 0.376 -2.585 0.640

Forces on the atoms, in the same order (eV/Å):
-0.03 -0.13 -0.15
-0.08 -0.02 0.02
-0.02 0.02 0.04
0.01 -0.08 -0.08
0.05 0.05 0.11
0.08 0.20 0.02
-0.21 -0.36 -0.01
0.00 0.01 -0.03
0.01 0.00 -0.01
0.03 0.00 0.00
0.00 -0.16 -0.08
0.04 0.25 0.17
0.08 0.05 0.02
-0.03 0.14 -0.14
-0.04 0.20 0.15
0.47 -0.33 -0.22
-0.44 0.05 0.13
-0.10 -0.05 0.02
-0.02 0.07 -0.03
-0.02 0.06 0.03
0.01 -0.11 0.04
-0.06 0.04 -0.02
-0.02 0.06 -0.04
0.03 -0.09 0.04
0.17 -0.18 0.05
-0.04 0.02 0.04
-0.04 0.01 -0.08
0.00 -0.08 0.04
0.03 -0.04 0.02
0.01 0.29 -0.01
-0.01 0.05 0.02
0.05 0.00 -0.03
0.03 0.01 -0.01
0.02 -0.03 -0.01
0.03 0.02 0.00
0.02 0.02 -0.02
0.02 0.03 0.01
-0.02 0.00 -0.04
0.02 0.02 0.02

The gap between HOMO and LUMO (spin up / spin down) is 6.0831 / 5.1632 eV. Its largest force on an atom is 0.6 eV/Å. As for the spin multiplicity: 2. The calculated total energy is -2636.78779 a.u. Its expectation value of S² is 0.76. Its total charge is -1.